Density functional theory data (wB97M-V/def2-TZVPD) for a 2-piece molecular cluster, C7H18N2O overall.

Positions of all 28 atoms, in Å:
O (1.686, 0.840, 0.010)
N (-1.492, 1.467, -0.469)
N (-0.551, 2.005, -1.305)
C (1.608, -1.205, 1.263)
C (-1.456, -0.225, -0.355)
C (-1.366, 2.068, 0.845)
C (1.554, -0.382, -0.009)
C (1.739, -1.169, -1.284)
C (1.099, -0.468, 2.495)
C (-1.791, -0.743, -1.743)
H (2.660, -1.467, 1.404)
H (0.033, -0.269, 2.411)
H (-2.709, -0.272, -2.093)
H (-1.946, -1.823, -1.736)
H (1.834, -0.504, -2.150)
H (0.916, -1.853, -1.436)
H (-0.731, -0.861, 0.162)
H (-0.731, 1.711, -2.260)
H (1.257, -1.067, 3.391)
H (-1.540, 3.137, 0.733)
H (1.059, -2.135, 1.112)
H (0.422, 1.763, -1.000)
H (1.622, 0.478, 2.608)
H (-0.373, 1.913, 1.277)
H (-1.014, -0.497, -2.470)
H (-2.141, 1.669, 1.494)
H (-2.315, -0.333, 0.307)
H (2.664, -1.776, -1.202)

Its lowest unoccupied orbital energy is 0.677 eV. As for the energy relative to the best compared isomer or geometry (same formula, charge and spin): 266.9 kJ/mol. As for the total charge: 0. The value obtained for the HOMO energy is -7.93 eV. As for the spin multiplicity: 1. Its HOMO-LUMO gap is 8.610 eV.



Density functional theory data (wB97M-V/def2-TZVPD) for C36H30CsN10O5S3 as an isolated structure.

Positions of all 85 atoms, in Å:
Cs (-1.576, -0.805, -0.429)
S (-2.536, -4.130, -0.826)
S (2.495, -1.736, -2.452)
S (-4.089, -2.188, 1.690)
O (1.052, 1.555, -3.347)
O (-0.955, 3.256, -7.731)
O (1.902, -2.424, -1.318)
O (-1.275, 5.184, -6.850)
O (3.111, -2.554, -3.450)
N (-3.075, -0.449, 3.507)
N (1.413, -0.715, -3.072)
N (-1.659, 0.146, -3.678)
N (0.351, 0.197, 1.616)
N (-0.167, -4.959, 0.126)
N (-1.846, -0.608, 2.902)
N (-5.335, -0.621, 3.355)
N (-1.781, 1.965, -1.609)
N (-1.211, -3.535, 1.413)
N (-1.176, 3.975, -6.781)
C (-4.095, -1.011, 2.913)
C (-0.018, -3.834, 2.187)
C (-1.756, 2.804, -0.603)
C (0.847, -4.524, 1.112)
C (-0.940, 0.294, 5.023)
C (1.682, 0.600, -2.922)
C (2.730, 0.404, 1.493)
C (5.016, 1.821, -1.195)
C (1.444, 0.466, 0.933)
C (3.667, -0.493, -1.949)
C (-1.564, 4.240, -0.764)
C (-1.286, -0.723, -4.607)
C (-1.517, 4.706, -2.038)
C (-0.837, -0.194, 3.638)
C (3.712, 1.888, -1.817)
C (-0.197, 1.404, 5.404)
C (-1.242, 3.355, -5.466)
C (0.201, -5.709, -1.058)
C (-0.733, -0.328, -5.806)
C (4.906, -0.583, -1.372)
C (-1.569, 3.797, -3.152)
C (-0.706, 0.983, -6.177)
C (-1.241, 1.478, 7.561)
C (3.074, 0.757, -2.246)
C (-1.641, 2.437, -2.897)
C (-1.190, 1.944, -5.239)
C (-1.785, -0.268, 5.985)
C (-1.478, 4.265, -4.494)
C (0.415, -0.133, 2.942)
C (5.583, 0.597, -0.970)
C (2.820, 0.025, 2.806)
C (-1.525, 1.467, -3.963)
C (1.673, -0.284, 3.513)
C (-0.363, 2.006, 6.646)
C (-1.929, 0.300, 7.236)
C (-1.257, -4.194, 0.256)
H (1.426, -3.805, 0.616)
H (-1.410, 5.782, -2.194)
H (1.325, 0.707, -0.181)
H (-2.006, -3.033, 1.729)
H (-1.479, 4.905, 0.052)
H (0.484, -2.960, 2.574)
H (-1.375, 1.953, 8.537)
H (0.691, -5.048, -1.804)
H (-0.331, 1.372, -7.115)
H (1.733, -0.594, 4.540)
H (3.804, -0.133, 3.218)
H (-0.377, -1.133, -6.508)
H (0.450, 1.906, 4.646)
H (3.582, 0.650, 0.891)
H (-1.858, 2.393, 0.402)
H (-1.500, -1.773, -4.360)
H (-5.393, -0.189, 4.267)
H (5.422, 2.785, -0.943)
H (0.149, 2.944, 6.879)
H (-1.690, 5.313, -4.622)
H (-0.636, -6.229, -1.512)
H (6.596, 0.514, -0.514)
H (-6.061, -1.299, 3.064)
H (-2.294, -1.197, 5.752)
H (5.396, -1.551, -1.296)
H (3.289, 2.891, -1.934)
H (-2.598, -0.105, 8.004)
H (1.418, -5.352, 1.540)
H (0.906, -6.554, -0.735)
H (-0.207, -4.474, 3.027)

Its lowest unoccupied orbital energy is 1.110 eV. As for the energy relative to the best compared isomer or geometry (same formula, charge and spin): 78.0 kJ/mol. As for the total charge: -1. The value obtained for the HOMO energy is -4.72 eV. As for the spin multiplicity: 1. Its HOMO-LUMO gap is 5.827 eV.



Density functional theory data (wB97M-V/def2-TZVPD) for C42H41BrO2P2V as an isolated structure.

Positions of all 89 atoms, in Å:
Br (4.731, -5.432, 0.350)
V (2.109, -1.501, 0.051)
P (-2.843, 0.580, 0.564)
P (-1.797, 2.659, -0.287)
O (4.583, -1.054, 0.982)
O (3.335, -2.934, 1.148)
C (2.481, 3.936, -1.490)
C (-2.839, -2.098, -0.391)
C (5.939, -4.407, 1.402)
C (1.374, 4.604, -2.031)
C (-3.560, 4.685, -1.325)
C (-4.508, 1.051, 1.283)
C (-2.714, -1.232, 0.711)
C (-4.955, 2.385, 1.209)
C (8.068, -4.281, 2.584)
C (-6.778, 0.359, 1.775)
C (0.216, -1.320, -1.339)
C (1.567, -0.363, 1.671)
C (1.092, -1.049, -2.548)
C (-2.477, 1.768, -1.696)
C (2.191, -3.849, -2.258)
C (-2.610, -1.775, 2.005)
C (2.303, 2.904, -0.566)
C (-6.321, 2.669, 1.212)
C (-2.885, -3.129, 2.211)
C (7.136, -5.012, 1.834)
C (-5.413, 0.067, 1.715)
C (2.484, -0.772, -2.056)
C (-0.102, 3.194, -0.740)
C (-3.720, 6.051, -1.559)
C (5.690, -3.049, 1.715)
C (-3.219, 0.736, -1.200)
C (0.080, 4.274, -1.620)
C (3.548, -1.653, -1.974)
C (-7.240, 1.639, 1.443)
C (1.018, 2.563, -0.162)
C (6.661, -2.316, 2.397)
C (7.827, -2.928, 2.863)
C (0.376, -2.707, -0.792)
C (-2.714, 4.264, -0.270)
C (-3.207, -3.956, 1.127)
C (-2.495, 5.172, 0.791)
C (-3.127, -3.447, -0.172)
C (4.446, -2.292, 1.256)
C (3.554, -3.106, -2.270)
C (-2.675, 6.537, 0.568)
C (1.365, -3.636, -1.027)
C (-3.192, 6.982, -0.654)
H (4.180, -3.619, -1.508)
H (7.317, -6.056, 1.579)
H (1.072, -1.853, -3.289)
H (-3.518, -4.988, 1.292)
H (2.506, -0.024, 2.151)
H (-5.054, -0.930, 1.977)
H (-2.402, 7.257, 1.341)
H (-4.050, 3.954, -1.977)
H (1.317, -4.534, -0.390)
H (0.817, 0.430, 1.634)
H (-6.671, 3.689, 1.033)
H (2.694, 0.283, -1.792)
H (-2.743, -1.719, -1.413)
H (3.170, 2.395, -0.142)
H (-4.237, 3.204, 1.123)
H (-3.212, 8.045, -0.892)
H (-8.309, 1.834, 1.371)
H (-2.343, -1.112, 2.834)
H (4.073, -3.323, -3.231)
H (4.548, -1.205, -1.850)
H (-2.164, 4.804, 1.764)
H (1.140, -1.249, 2.202)
H (-7.481, -0.424, 2.058)
H (-2.867, -3.533, 3.221)
H (-4.245, 6.382, -2.460)
H (0.504, -0.604, -0.506)
H (-3.949, 0.104, -1.698)
H (0.852, 1.844, 0.639)
H (-0.839, -1.096, -1.480)
H (-2.257, 2.042, -2.721)
H (-0.410, -3.032, -0.110)
H (2.450, -4.926, -2.297)
H (6.470, -1.256, 2.542)
H (8.547, -2.336, 3.425)
H (3.491, 4.226, -1.768)
H (-0.788, 4.852, -1.955)
H (-3.302, -4.092, -1.033)
H (0.768, -0.131, -3.064)
H (8.973, -4.781, 2.936)
H (1.503, 5.392, -2.770)
H (1.667, -3.696, -3.218)

Its lowest unoccupied orbital energy (alpha / beta) is 0.383 / 0.262 eV. As for the energy relative to the best compared isomer or geometry (same formula, charge and spin): 0.0 kJ/mol. As for the total charge: 0. The value obtained for the HOMO energy (alpha / beta) is -6.12 / -6.12 eV. As for the spin multiplicity: 4. Its HOMO-LUMO gap (alpha / beta) is 6.503 / 6.382 eV.



Density functional theory data (wB97M-V/def2-TZVPD) for C32H38AlBr2Cl3F15LiN3O4P as an isolated structure.

Positions of all 100 atoms, in Å:
Br (10.168, -3.410, -3.734)
Br (3.870, -6.046, -5.002)
Cl (-7.201, 3.755, 5.727)
Cl (-6.619, 0.914, 5.903)
Cl (-5.831, 2.692, 8.061)
P (4.158, 5.066, -2.757)
Al (3.202, -1.235, -2.377)
F (4.535, -4.405, -1.642)
F (5.573, 4.463, -2.215)
F (5.343, -6.544, -0.128)
F (3.072, 5.881, -1.854)
F (-2.713, 4.485, 1.984)
F (3.711, 3.736, -1.899)
F (6.673, -7.747, -2.196)
F (4.835, 6.536, -2.578)
F (3.347, -5.832, 0.356)
F (4.830, 5.046, -4.242)
F (4.728, -6.168, -2.880)
F (2.904, 4.705, -3.747)
F (6.666, -9.322, -3.697)
F (4.552, -10.565, -2.384)
F (4.076, -8.578, -3.070)
O (4.451, -8.961, -0.886)
O (-7.242, -1.230, -1.324)
O (-8.453, 3.036, -1.147)
O (1.201, -1.298, -1.438)
N (-7.980, 0.895, -2.050)
N (-8.241, 4.715, 9.939)
N (9.277, -3.285, 0.201)
C (1.195, -1.069, 0.006)
C (-7.040, 2.366, 6.812)
C (-9.701, 5.869, 11.141)
C (-7.519, 5.632, 10.655)
C (-7.025, -0.089, -1.542)
C (-3.365, 1.469, -1.257)
C (-4.353, 0.399, -1.322)
C (-0.484, 2.339, -3.441)
C (-2.736, 4.060, -1.246)
C (-7.680, 2.206, -1.474)
C (8.011, -3.555, 0.538)
C (-6.127, 2.169, -1.406)
C (6.333, -9.037, -2.419)
C (4.076, -6.486, -0.598)
C (0.709, -0.051, -2.018)
C (-5.150, 3.204, -1.333)
C (0.041, 3.404, -2.399)
C (0.658, 1.433, -4.046)
C (3.509, -7.914, -0.693)
C (-0.293, 3.080, -0.896)
C (-5.732, 0.760, -1.419)
C (-3.723, 2.865, -1.273)
C (4.010, -5.644, -1.870)
C (9.501, -2.901, -1.053)
C (4.836, -9.259, -2.196)
C (7.180, -3.053, -1.637)
C (6.933, -3.457, -0.340)
C (-8.398, 6.361, 11.412)
C (0.582, -0.080, -3.585)
C (-9.572, 4.857, 10.227)
C (-1.514, 3.883, -0.289)
C (8.488, -2.764, -2.017)
Li (-4.172, 4.130, 3.629)
H (-0.423, 1.989, -0.677)
H (-3.321, 4.933, -0.854)
H (1.930, -0.244, 0.208)
H (-8.135, 7.161, 12.087)
H (2.978, -5.512, -2.209)
H (6.924, -9.668, -1.752)
H (2.672, -7.983, -1.391)
H (1.409, -1.995, 0.578)
H (6.370, -2.962, -2.349)
H (-4.088, -0.674, -1.336)
H (8.715, -2.438, -3.045)
H (7.863, -3.865, 1.567)
H (-6.447, 5.685, 10.563)
H (-0.446, -0.456, -3.816)
H (-10.310, 4.226, 9.758)
H (5.932, -3.690, -0.009)
H (-0.327, 4.407, -2.729)
H (-7.997, 2.200, 7.296)
H (-5.471, 4.269, -1.323)
H (-7.838, 0.973, -3.062)
H (1.349, 0.824, -1.724)
H (-10.628, 6.219, 11.568)
H (-2.476, 4.315, -2.300)
H (-1.149, 4.886, 0.023)
H (1.166, 3.435, -2.516)
H (10.535, -2.692, -1.293)
H (-1.815, 3.358, 0.648)
H (3.074, -8.127, 0.284)
H (-1.218, 1.668, -2.927)
H (-7.853, 4.042, 9.301)
H (-0.325, 0.093, -1.619)
H (-2.305, 1.168, -1.192)
H (-1.051, 2.809, -4.285)
H (1.685, 1.819, -3.846)
H (0.207, -0.676, 0.356)
H (0.503, 1.407, -5.152)
H (1.334, -0.725, -4.106)
H (0.610, 3.394, -0.303)

Its lowest unoccupied orbital energy is -5.902 eV. As for the total charge: 0. The value obtained for the HOMO energy is -8.01 eV. As for the spin multiplicity: 1. Its HOMO-LUMO gap is 2.111 eV.



Density functional theory data (wB97M-V/def2-TZVPD) for CF3HgO2S as an isolated structure.

Positions of all 8 atoms, in Å:
Hg (2.072, -1.163, 1.193)
S (-0.221, -0.865, -0.798)
F (-2.493, 0.408, -1.257)
F (-1.466, 0.872, 0.595)
F (-0.770, 1.680, -1.295)
O (3.810, -0.579, 1.550)
O (0.353, -0.945, 0.713)
C (-1.284, 0.593, -0.701)

Its lowest unoccupied orbital energy (alpha / beta) is -0.476 / -2.160 eV. As for the total charge: 0. The value obtained for the HOMO energy (alpha / beta) is -9.32 / -9.32 eV. As for the spin multiplicity: 2. Its HOMO-LUMO gap (alpha / beta) is 8.840 / 7.156 eV.



Density functional theory data (wB97M-V/def2-TZVPD) for a 9-piece molecular cluster, C27H75O34P7 overall.

Positions of all 143 atoms, in Å:
P (7.895, -12.628, 21.997)
P (4.962, -0.472, 26.284)
P (13.104, -1.417, 12.369)
P (4.949, -5.402, 15.941)
P (4.639, -6.810, 5.178)
P (10.864, 1.543, 20.169)
P (6.994, -14.987, 6.817)
O (7.401, -13.796, 6.010)
O (4.156, -5.979, 17.235)
O (-0.759, -12.926, 12.567)
O (11.496, -1.507, 12.663)
O (7.637, -16.313, 6.185)
O (11.186, 2.565, 21.477)
O (13.670, -14.436, 13.581)
O (3.688, -4.787, 15.045)
O (5.654, 0.935, 25.595)
O (0.902, -11.599, 12.346)
O (8.212, -12.974, 20.496)
O (3.388, -0.174, 25.977)
O (10.271, 0.157, 20.836)
O (5.428, -15.180, 6.935)
O (0.640, -12.810, 14.386)
O (13.602, -2.945, 12.237)
O (13.773, -0.706, 13.442)
O (14.322, -14.518, 15.731)
O (5.729, -7.647, 4.573)
O (12.053, 1.426, 19.220)
O (3.384, -7.748, 5.685)
O (5.291, -0.216, 27.882)
O (5.378, -1.756, 25.684)
O (9.579, 2.171, 19.515)
O (4.053, -5.623, 4.143)
O (5.101, -5.945, 6.532)
O (9.279, -13.151, 22.797)
O (13.255, -0.808, 10.843)
O (12.944, -12.914, 14.965)
O (5.587, -6.662, 15.046)
O (7.341, -15.057, 8.465)
O (8.008, -11.028, 22.092)
O (6.023, -4.411, 16.241)
O (6.674, -13.184, 22.605)
C (10.490, -12.481, 22.465)
C (13.474, -13.620, 12.436)
C (4.754, -4.396, 3.912)
C (0.318, -12.493, 13.176)
C (4.837, -16.076, 7.826)
C (11.406, 3.897, 21.146)
C (8.397, 2.260, 20.233)
C (5.291, 2.246, 25.963)
C (5.459, -6.542, 7.747)
C (12.456, -1.189, 9.830)
C (10.644, -0.420, 12.712)
C (-1.474, -13.941, 13.295)
C (12.659, -4.026, 12.130)
C (1.991, -10.915, 12.820)
C (7.151, -12.808, 19.531)
C (6.571, -0.492, 28.485)
C (7.143, -13.910, 9.277)
C (3.646, -3.410, 14.584)
C (6.894, -6.868, 14.742)
C (6.992, -10.260, 22.746)
C (2.586, -8.393, 4.700)
C (3.013, -5.280, 17.727)
C (2.923, -0.348, 24.712)
C (6.898, -17.369, 5.549)
C (13.611, -13.983, 14.850)
C (13.113, -12.159, 16.111)
C (9.954, -1.009, 20.077)
H (2.340, -6.047, 18.108)
H (7.430, -7.262, 15.606)
H (3.662, -3.492, 13.497)
H (6.345, -1.278, 29.206)
H (7.603, 2.134, 19.497)
H (12.380, -12.366, 16.891)
H (11.062, 0.346, 13.366)
H (-1.635, -13.508, 14.282)
H (2.677, -11.509, 13.424)
H (7.062, -13.049, 8.614)
H (11.809, -3.869, 11.466)
H (2.577, -10.691, 11.928)
H (11.389, 4.085, 20.072)
H (7.967, -13.844, 9.988)
H (7.362, -0.892, 27.852)
H (6.196, -5.909, 8.240)
H (5.619, -4.568, 3.270)
H (1.597, -9.957, 13.158)
H (6.178, 2.877, 25.903)
H (10.839, 0.118, 11.784)
H (5.519, -16.848, 8.181)
H (2.674, -9.468, 4.855)
H (11.597, -1.826, 10.039)
H (13.068, -11.078, 15.983)
H (14.011, -14.050, 11.591)
H (6.860, -18.148, 6.310)
H (4.715, -6.482, 8.542)
H (1.886, -0.032, 24.607)
H (8.874, -1.139, 20.007)
H (12.390, 4.189, 21.513)
H (3.993, -3.862, 3.343)
H (5.975, -7.501, 7.715)
H (2.681, -7.972, 3.699)
H (10.220, -1.946, 20.567)
H (13.873, -12.606, 12.428)
H (2.371, -4.790, 16.995)
H (4.359, -2.606, 14.764)
H (12.103, -0.467, 9.093)
H (7.007, 0.371, 28.988)
H (7.230, -9.197, 22.722)
H (7.080, -13.689, 18.893)
H (4.822, 2.338, 26.943)
H (4.037, -16.557, 7.265)
H (4.917, -3.897, 4.867)
H (10.177, -1.005, 19.010)
H (11.136, -12.231, 23.307)
H (10.485, -11.630, 21.783)
H (4.296, -15.526, 8.596)
H (7.513, -11.957, 18.954)
H (8.409, 1.700, 21.168)
H (6.156, -12.633, 19.941)
H (4.487, 2.435, 25.252)
H (13.124, -1.716, 9.148)
H (6.030, -10.322, 22.237)
H (1.514, -8.231, 4.815)
H (6.228, -13.970, 9.866)
H (10.672, 4.494, 21.688)
H (3.512, 0.321, 24.085)
H (2.982, -1.364, 24.322)
H (12.247, -4.251, 13.114)
H (3.255, -4.679, 18.604)
H (14.079, -12.229, 16.611)
H (7.444, -6.034, 14.308)
H (6.814, -10.427, 23.808)
H (7.367, -17.791, 4.660)
H (-2.471, -13.994, 12.856)
H (-1.088, -14.946, 13.467)
H (9.593, -0.624, 12.916)
H (8.403, 3.308, 20.535)
H (7.002, -7.543, 13.893)
H (12.438, -13.666, 12.101)
H (12.951, -5.011, 11.764)
H (5.867, -17.077, 5.350)
H (11.077, -13.209, 21.906)
H (2.653, -3.033, 14.827)

Its lowest unoccupied orbital energy is -0.083 eV. As for the energy relative to the best compared isomer or geometry (same formula, charge and spin): 896.7 kJ/mol. As for the total charge: 0. The value obtained for the HOMO energy is -10.34 eV. As for the spin multiplicity: 1. Its HOMO-LUMO gap is 10.253 eV.